w) {
  "formula": "C3H7N3S2",
  "method": "the ωB97M-V functional and the def2-TZVPD basis",
  "total_charge": 0,
  "gap_ev": 9.384,
  "lumo_energy_ev": 0.815,
  "spin_multiplicity": 1,
  "symbols": ["C", "C", "C", "H", "H", "H", "H", "H", "H", "H", "N", "N", "N", "S", "S"],
  "xyz": [[2.2589, -1.1140, 0.6877], [1.2684, -0.2008, 0.0306], [-1.4445, -0.3439, -0.0841], [2.7273, -1.7663, -0.0573], [1.7487, -1.7364, 1.4174], [3.0241, -0.5104, 1.1837], [-1.1893, 0.1618, 0.8466], [-4.8326, -0.3396, -0.5674], [0.9261, 2.7904, -0.5987], [0.1422, 1.5555, -1.3208], [-2.5832, -0.5295, -0.5900], [1.4005, 1.0575, 0.1327], [0.5025, 1.9091, -0.4632], [-0.0274, -0.9829, -0.9367], [-3.9217, 0.0493, 0.3196]]
}

x) {
  "formula": "C3H7N3S2",
  "method": "the ωB97M-V functional and the def2-TZVPD basis",
  "total_charge": 0,
  "gap_ev": 8.329,
  "lumo_energy_ev": -0.003,
  "spin_multiplicity": 1,
  "symbols": ["C", "C", "C", "H", "H", "H", "H", "H", "H", "H", "N", "N", "N", "S", "S"],
  "xyz": [[-0.4420, -1.7145, 2.0058], [-0.0669, 0.6008, 0.7744], [0.9678, 1.5190, -2.4199], [-0.4200, -2.6634, 1.7088], [0.0375, -1.3214, 2.8721], [-1.5657, -1.7764, 2.2756], [0.2093, -1.3344, -1.5550], [-0.0045, 2.0598, -0.3563], [0.2324, 2.3972, -2.5363], [1.6364, 1.2638, -3.1655], [-0.1650, -0.7375, 0.8169], [0.1578, 1.1487, -0.5116], [0.8155, 0.6381, -1.4565], [-0.8965, -1.5367, -0.5778], [-0.4961, 1.4569, 2.1253]]
}

Ordering by calculated energy gives the sequence w), x), with the first entry being the most stable.

w) {
  "formula": "C4H3F2NO",
  "method": "the ωB97M-V functional and the def2-TZVPD basis",
  "total_charge": 0,
  "gap_ev": 9.323,
  "lumo_energy_ev": 0.417,
  "spin_multiplicity": 1,
  "symbols": ["C", "C", "C", "C", "N", "O", "F", "F", "H", "H", "H"],
  "xyz": [[0.6949, -1.1797, 0.3657], [-0.6234, 1.4222, 0.1098], [-1.3926, 0.7737, -0.7783], [1.5571, -0.1487, 0.2990], [0.0120, -2.1450, 0.3551], [-0.0516, 2.1381, 0.8229], [2.5638, 0.0737, 1.1291], [1.7001, 0.4304, -0.8867], [-0.9747, -2.1512, 0.5619], [-2.2770, 1.1166, -1.2239], [-1.2086, -0.3300, -0.7546]]
}

x) {
  "formula": "C4H3F2NO",
  "method": "the ωB97M-V functional and the def2-TZVPD basis",
  "total_charge": 0,
  "gap_ev": 7.906,
  "lumo_energy_ev": -0.637,
  "spin_multiplicity": 1,
  "symbols": ["C", "C", "C", "C", "N", "O", "F", "F", "H", "H", "H"],
  "xyz": [[0.8981, -0.9697, 0.1029], [-1.3427, -1.0766, -0.0255], [0.8678, 0.5225, -0.0492], [-0.5615, 0.9797, 0.0007], [-0.1508, -1.6855, 0.0879], [-2.4685, -1.3695, -0.1312], [-0.9762, 1.7229, -1.0522], [-0.9138, 1.6180, 1.1438], [1.8464, -1.4709, 0.2197], [1.4962, 0.9674, 0.7256], [1.3049, 0.7617, -1.0225]]
}

Ordering by calculated energy gives the sequence x), w), with the first entry being the most stable.

w) {
  "formula": "H4N2O",
  "method": "the ωB97M-V functional and the def2-TZVPD basis",
  "total_charge": 0,
  "gap_ev": 10.030,
  "lumo_energy_ev": 0.557,
  "spin_multiplicity": 1,
  "symbols": ["H", "H", "H", "H", "N", "N", "O"],
  "xyz": [[-1.0067, 1.2492, 0.0019], [-0.0307, -0.3790, 0.1415], [2.1564, 0.6415, 0.6091], [2.0944, -0.7469, 0.2367], [-1.6797, 0.4205, -0.0105], [-1.0220, -0.6533, 0.0062], [1.9623, 0.1081, -0.1199]]
}

x) {
  "formula": "H4N2O",
  "method": "the ωB97M-V functional and the def2-TZVPD basis",
  "total_charge": 0,
  "gap_ev": [9.587, 9.525],
  "lumo_energy_ev": [0.631, 0.489],
  "spin_multiplicity": 1,
  "symbols": ["N", "N", "O", "H", "H", "H", "H"],
  "xyz": [[0.2821, -1.2905, -0.2521], [-0.2982, 1.2339, 0.5443], [-0.4702, -0.3017, -0.5034], [1.3884, -1.1828, -0.4465], [0.0662, -1.6772, 0.5919], [0.3362, 1.7783, 0.0033], [-1.3046, 1.4400, 0.0626]]
}

Ordering by calculated energy gives the sequence w), x), with the first entry being the most stable.

w) {
  "formula": "CH6BNO",
  "method": "the ωB97M-V functional and the def2-TZVPD basis",
  "total_charge": 0,
  "gap_ev": 11.146,
  "lumo_energy_ev": 0.697,
  "spin_multiplicity": 1,
  "symbols": ["B", "C", "N", "O", "H", "H", "H", "H", "H", "H"],
  "xyz": [[-0.1607, 0.1727, -0.2903], [-1.7117, 0.2483, 0.2711], [2.3333, -0.0655, 0.2039], [0.8200, 0.0880, 0.5751], [0.0183, -0.2678, -1.4745], [-2.4814, 0.3798, -0.5186], [-1.9308, 0.9228, 1.2121], [-1.7545, -0.7640, 0.6531], [2.4230, 0.3086, -0.8104], [2.4445, -1.0229, 0.1785]]
}

x) {
  "formula": "CH6BNO",
  "method": "the ωB97M-V functional and the def2-TZVPD basis",
  "total_charge": 0,
  "gap_ev": 10.275,
  "lumo_energy_ev": 0.359,
  "spin_multiplicity": 1,
  "symbols": ["B", "C", "N", "O", "H", "H", "H", "H", "H", "H"],
  "xyz": [[1.2083, 0.3377, 0.4463], [2.2982, -0.0236, -0.6202], [-2.9515, 0.5238, -0.8761], [0.2387, 0.7406, 1.0461], [-2.7402, 1.5660, -1.0289], [1.7758, -0.4330, -1.4098], [2.9605, -0.9194, -0.4126], [2.9374, 0.8132, -0.9857], [-2.1905, 0.0710, -0.3991], [-3.6547, 0.4917, -0.1190]]
}

Ordering by calculated energy gives the sequence x), w), with the first entry being the most stable.